Entry 1:
The following is a DFT calculation (ωB97M-V with the def2-TZVPD basis set) of a 2-piece molecular cluster, C5H12O2 overall.

```
19
Properties=species:S:1:pos:R:3:mulliken_charge:R:1
O -0.90905 0.03332 -0.96140 -0.57
O -0.07543 2.30659 0.09613 -0.50
C -0.25898 -0.05937 0.27655 0.12
C 0.23180 1.30530 0.70377 0.08
C -1.74145 -1.98200 1.00027 -1.20
C 2.33349 1.02851 -1.89414 -0.95
C -1.18934 -0.60947 1.36755 -0.57
H -2.24676 -1.93504 0.03165 0.29
H 2.90862 1.15842 -2.81380 0.32
H 2.95630 0.52006 -1.15147 0.24
H -0.64274 -0.65479 2.31969 0.33
H 2.03366 2.00663 -1.51074 0.23
H 1.43933 0.43275 -2.09955 0.19
H 0.85741 1.35237 1.61635 0.37
H -0.98422 0.98569 -1.14762 0.38
H -2.01395 0.10322 1.49944 0.31
H -0.93807 -2.72427 0.92964 0.30
H -2.45896 -2.32883 1.75051 0.37
H 0.61652 -0.72371 0.18129 0.26
```

Values from the calculation:
HOMO energy (eV): -10.38
ΔE to the lowest compared entry with this formula, charge and spin (kcal/mol): 22.3
Multiplicity: 1
SMILES string: CC[C@@H](O)C=O.C

***

Entry 2:
The following is a DFT calculation (ωB97M-V with the def2-TZVPD basis set) of C46H66Cl5CsF9IKLiN3O11P2S3 as an isolated structure at a distorted geometry.

```
149
Properties=species:S:1:pos:R:3:mulliken_charge:R:1
Cs 0.49692 -9.28632 2.41481 0.98
I -0.24068 -6.66182 4.20159 0.18
K 3.50471 0.07319 7.35798 0.94
Cl -1.53543 1.20755 1.85353 -0.10
Cl -9.93389 -3.53241 4.68081 -0.12
Cl -11.45250 -3.09232 2.23883 -0.11
Cl -9.05860 -1.52588 2.76446 -0.06
Cl -0.26294 2.72494 -1.73722 -0.12
S -4.95377 -0.21824 1.29918 -0.36
S -0.92978 -0.47352 -0.99532 -0.06
S 5.15895 2.38408 2.85708 -0.16
P -4.36029 -1.03963 -0.34534 0.65
P 4.98884 0.48491 2.33043 0.54
F 6.33500 -6.44878 3.57615 -0.27
F 2.86862 2.39976 3.45557 -0.63
F 1.50647 -1.37050 -2.85912 -0.18
F 8.26517 -6.05206 4.45431 -0.25
F 2.57698 -3.22181 -3.57270 -0.30
F 0.48101 -4.00524 -2.07647 -0.34
F 2.46869 -4.51889 -1.06905 -0.31
F 7.32506 -4.55867 3.20920 -0.25
F 3.61314 -1.99909 -1.98397 -0.31
O -2.41739 6.78982 -1.65971 -0.69
O -0.71383 -7.83071 1.43578 -0.88
O 7.34119 -6.57987 1.08156 -0.26
O -5.61052 -1.93781 -1.14577 -0.48
O 9.38719 -6.76069 2.01862 -0.49
O 5.30218 2.15384 -4.71312 -0.44
O -3.91380 0.19333 -1.43180 -0.29
O -4.77805 -3.82494 1.03768 -0.26
O -6.32892 4.37302 1.92672 -0.64
O -7.74911 -5.34328 -0.63520 -0.55
O 5.38926 0.82982 6.80016 -0.98
N 3.70687 -2.46673 1.26892 -0.28
N -3.41391 6.79192 -2.63716 0.48
N 1.07951 -2.86657 -0.12294 1.76
C 5.73932 -0.13276 -5.14982 -0.63
C 5.85004 1.27391 -5.70409 -0.47
C -7.50389 -4.80311 1.86231 -0.64
C 2.88244 -1.27936 0.95562 -0.71
C -3.41197 -3.63360 0.73085 -0.53
C -6.70506 3.09856 1.96891 -0.30
C -4.02911 8.97552 -1.49067 -1.73
C 8.22336 -6.46896 2.09820 0.24
C -2.99946 -2.27737 0.03662 0.66
C 1.52930 -1.50592 0.20861 -1.09
C -2.43429 8.32618 -4.97252 -0.55
C -2.16685 4.75538 -3.46252 -2.11
C 5.67093 3.08231 7.28595 -1.05
C -5.41333 -4.81422 0.17313 -0.52
C 1.60135 -3.42491 -1.36744 1.12
C -0.77211 -4.45098 0.78308 0.95
C -0.36453 -3.08978 0.10166 -1.34
C -5.24537 8.27776 -3.46279 -1.53
C 0.37976 -5.51294 1.17191 0.48
C 2.31426 -2.43899 -2.39336 0.32
C 3.72084 -2.71363 2.57182 0.55
C 0.28076 2.54133 0.02996 -0.76
C -2.21985 3.55080 0.54021 -1.41
C -1.49938 -2.07322 -0.23754 0.40
C 1.12202 1.21435 0.28181 -0.05
C -3.82966 8.21766 -2.83103 1.38
C 3.38464 0.14004 1.37773 0.38
C 2.49282 1.35495 1.02427 -1.11
C 0.68950 -0.21098 -0.10648 1.44
C 5.16582 -2.93990 3.27771 -0.90
C 7.87003 -7.07366 -0.16023 -0.25
C -10.45658 -2.33310 3.48862 -0.04
C -2.83269 9.02575 -3.68414 -1.19
C -2.28072 -4.67102 1.07279 -0.85
C -7.01268 -4.55553 0.32415 0.23
C -0.91751 2.75726 1.09577 -0.10
C -0.21942 -6.77299 1.99134 -0.13
C -2.87459 6.07565 -3.84093 1.99
C 4.61684 1.36973 -3.72775 -0.31
C 2.40795 -2.84930 3.48635 -0.74
C 5.74606 1.97638 6.21476 0.31
C -4.03447 5.60715 -4.75461 -2.05
C 4.50042 -0.03396 -4.28813 0.30
C -1.89442 6.93354 -4.66846 -1.27
C 7.54187 -5.88692 3.33411 0.98
C 7.94029 -8.58842 -0.14560 -1.07
Li -3.89349 5.51552 0.03924 0.88
H -1.88897 4.19237 -4.35918 0.46
H 4.85098 -0.23155 3.58433 -0.03
H -1.66312 8.90852 -5.48406 0.39
H -7.71469 -3.76996 2.32717 -0.07
H -2.87589 3.84189 1.45271 0.49
H -1.92319 9.22485 -3.10424 0.37
H 1.18122 -4.95989 1.79614 0.07
H -5.48869 9.30312 -3.76099 0.39
H 5.13130 2.34802 5.37276 -0.17
H -7.43701 2.81067 2.74823 0.24
H -5.12358 -5.85466 0.56187 0.40
H 2.82613 2.41796 1.31562 0.23
H 6.14986 0.01936 1.62463 0.17
H 2.34703 -3.95345 3.83471 0.23
H 2.45364 -2.20792 4.43404 0.23
H 5.31554 -4.00860 3.64122 0.23
H -1.66348 6.42846 -5.61411 0.38
H -3.25120 10.01043 -3.92965 0.42
H 4.44232 -0.79849 -3.51278 -0.24
H -4.40867 6.38874 -5.41434 0.43
H -5.21837 -2.10773 -2.04392 0.32
H -5.37528 7.67609 -4.35653 0.30
H -5.91039 2.34549 2.14115 0.01
H 8.26585 -8.96778 -1.11572 0.38
H 8.84475 -6.62721 -0.37383 0.32
H -5.07777 -4.62441 -0.90558 0.26
H 5.27303 -2.23552 4.17434 0.25
H 3.64359 1.81812 -3.51338 0.21
H 6.35222 2.88709 8.12050 0.27
H -7.73970 -6.28255 -0.35236 0.34
H -7.18846 2.68308 1.06172 0.20
H 5.95710 4.04669 6.84896 0.32
H 7.18626 -6.74537 -0.94534 0.32
H -6.01103 7.95759 -2.74891 0.37
H -6.63360 -5.28375 2.44910 0.21
H -7.24373 -3.44646 0.10834 0.16
H -1.24119 4.92491 -2.91272 0.46
H 6.96263 -9.01557 0.09204 0.28
H -1.90618 4.54240 0.02731 0.36
H 5.94799 -2.66701 2.49302 0.21
H 5.21700 1.38360 -2.81126 0.23
H -4.22902 -0.00707 -2.34239 0.25
H -2.81793 4.11494 -2.85926 0.42
H -4.47865 9.95756 -1.66460 0.40
H -3.28633 8.27292 -5.65852 0.30
H 3.60558 -0.11308 -4.91490 0.21
H -0.45597 3.38287 1.95162 0.42
H 4.65664 3.19412 7.68660 0.23
H 5.67327 -0.89381 -5.92937 0.35
H 1.43384 -2.65265 2.90071 0.04
H -3.70994 4.80550 -5.42551 0.47
H -3.08424 9.16023 -0.97431 0.33
H 6.76556 2.05301 5.79280 0.21
H 5.25700 1.38799 -6.61803 0.25
H -11.05883 -1.58349 3.99831 0.35
H 6.60967 -0.35778 -4.52421 0.28
H 1.01106 3.42361 0.18932 0.48
H 8.63765 -8.94301 0.61687 0.31
H 6.88161 1.56039 -5.92041 0.31
H -4.69163 8.42696 -0.81474 0.39
H -0.94396 7.03520 -4.13514 0.40
H 0.84226 -5.90292 0.20413 0.29
H -2.86863 2.88645 -0.13368 0.48
H -2.61665 -5.63868 1.60316 0.10
H -4.86820 5.21210 -4.17057 0.39
H -8.42986 -5.47757 1.83319 0.37
```

Values from the calculation:
Total charge: +1
HOMO energy (eV): -7.33
Multiplicity: 1

***

Entry 3:
The following is a DFT calculation (ωB97M-V with the def2-TZVPD basis set) of C26H21ClIMnN6O2S as an isolated structure.

```
59
Properties=species:S:1:pos:R:3:mulliken_charge:R:1
I 4.70223 -3.03826 -0.42246 0.00
Mn -0.14587 -0.94818 0.33378 0.60
Cl 6.11213 2.47979 -0.72602 -0.31
S -0.98009 1.12337 -4.01935 -0.29
O -1.80097 -4.76400 -1.02523 -0.69
O 1.88816 -1.56265 -0.04150 -0.69
N -1.14702 0.27751 -1.62030 0.72
N -0.79378 -2.61593 -0.80872 -0.73
N -1.92288 1.40212 -1.67584 -0.90
N 0.23315 -1.06979 -2.94051 -0.13
N -2.89578 -0.45381 0.79301 -0.25
N 1.20267 1.01303 -0.06766 0.35
C 0.46881 0.37604 3.09001 -0.11
C -1.30547 -3.68648 -0.89987 0.41
C 0.37015 0.72842 4.43198 -0.85
C -2.70603 3.20876 -3.14528 -0.43
C -3.80843 2.98039 -4.17902 -1.11
C 2.81695 -0.71594 -0.20422 0.71
C -1.93655 1.96874 -2.82878 0.31
C 4.84359 1.28601 -0.53164 0.52
C 1.74450 3.32951 -0.16287 -1.10
C 3.50428 1.70592 -0.36302 0.02
C -3.64326 -4.04007 2.80870 -0.74
C -4.27444 -3.76721 1.60466 -0.55
C 0.83139 2.27000 -0.03903 -0.60
C 5.15772 -0.04364 -0.54746 -0.41
C -4.03756 -2.57066 0.95096 -0.80
C -0.68210 0.24350 5.19448 -0.54
C -1.49328 -0.94592 3.24946 1.66
C -0.59067 -0.01569 -2.76239 0.09
C -2.49014 -1.90380 2.68762 0.86
C 3.07255 3.04956 -0.32855 -0.93
C -0.44793 -0.46133 2.43348 -1.08
C 2.51160 0.71097 -0.21326 0.08
C 4.17133 -1.02420 -0.39017 -0.40
C -2.75917 -3.10627 3.33104 -0.68
C -3.15746 -1.62833 1.48182 0.42
C -1.60988 -0.59583 4.59658 -0.63
H 0.50389 -1.32203 -3.87421 0.25
H -4.51817 -2.36387 0.00098 0.29
H 1.39050 4.35121 -0.12533 0.41
H -2.53548 0.32316 1.32161 0.27
H -4.50975 2.22217 -3.83005 0.32
H 0.12179 -1.82360 -2.24512 0.23
H -3.49342 -0.21500 0.02114 0.20
H -2.02041 3.98319 -3.49910 0.27
H -0.78089 0.51320 6.23972 0.35
H -3.13024 3.55324 -2.20170 0.26
H -0.22973 2.45845 0.08386 0.58
H -3.81248 -4.97914 3.31948 0.37
H -4.36069 3.90220 -4.36250 0.35
H -2.22907 -3.32146 4.25190 0.47
H -2.43991 -0.98507 5.17763 0.45
H 3.80032 3.84327 -0.43139 0.39
H 1.31596 0.77339 2.53545 0.28
H -3.39324 2.64084 -5.12908 0.33
H 1.11243 1.38009 4.88098 0.39
H 6.18904 -0.34173 -0.68169 0.39
H -4.94136 -4.49414 1.15831 0.34
```

Values from the calculation:
Total charge: -1
HOMO energy (alpha / beta) (eV): -4.44 / -4.74
ΔE to the lowest compared entry with this formula, charge and spin (kcal/mol): 13.1
Multiplicity: 6

***

Entry 4:
The following is a DFT calculation (ωB97M-V with the def2-TZVPD basis set) of C17H18BBrN6O2Sn as an isolated structure at a distorted geometry.

```
46
Properties=species:S:1:pos:R:3:mulliken_charge:R:1
Sn -0.61209 -0.23764 -0.36433 1.14
Br 0.36626 2.53633 3.44114 0.09
O 0.56429 -1.83686 2.07376 -0.59
O 0.29326 0.34917 1.56128 -0.58
N 1.23282 -0.69685 -1.53631 -0.03
N -1.64075 -0.16455 -2.73314 -0.17
N 0.36529 2.02449 -2.41410 0.22
N -0.01926 1.81592 -1.10740 0.09
N -0.87272 0.33550 -3.75438 0.29
N 1.40609 -0.21687 -2.81327 0.07
C 0.55782 -0.31896 3.90034 0.13
C 0.49509 0.97033 4.48923 0.46
C -2.38573 -2.76627 1.25479 -0.80
C 0.52542 3.33994 -2.64413 -0.03
C -1.53185 0.26789 -4.92470 -0.04
C -2.78154 -0.30039 -4.67705 -0.88
C 2.19056 -1.62981 -1.31511 -0.17
C 2.41142 -0.87580 -3.40991 -0.01
C -2.81197 -0.56532 -3.28815 -0.50
C 0.55069 1.14476 5.88632 -0.47
C -0.03215 3.02439 -0.49821 -0.29
C 0.65041 -1.39885 4.80530 -0.19
C 0.46102 -0.63443 2.40993 0.87
C 0.70404 -1.23351 6.19694 -0.55
C 0.27841 4.00165 -1.45130 -1.06
C 0.65776 0.05078 6.75449 -0.51
C 2.93382 -1.77140 -2.49105 -1.10
B 0.54590 0.89393 -3.45446 -0.07
H -1.37657 -3.16606 1.10743 0.25
H -0.24305 3.18781 0.54633 0.42
H 0.68998 -2.40945 4.39994 0.49
H 0.51587 2.15227 6.29885 0.44
H -3.55070 -0.49008 -5.39128 0.43
H 0.79185 -2.09944 6.86280 0.43
H -2.39274 -1.65682 1.18148 0.01
H 3.74111 -2.45122 -2.67455 0.42
H 2.64919 -0.66338 -4.43970 0.47
H 0.70319 0.22287 7.83500 0.43
H 0.78960 3.69700 -3.63541 0.45
H -2.73132 -3.06566 2.25561 0.30
H 1.03886 1.30892 -4.47614 -0.04
H -3.62985 -1.01383 -2.74476 0.45
H -1.05629 0.61542 -5.82827 0.45
H 2.31877 -2.15377 -0.38249 0.55
H 0.30962 5.06696 -1.31705 0.41
H -3.06987 -3.18912 0.50570 0.32
```

Values from the calculation:
Total charge: +2
HOMO energy (alpha / beta) (eV): -14.56 / -14.54
ΔE to the lowest compared entry with this formula, charge and spin (kcal/mol): 0.0
Multiplicity: 1